Record 1
12
Properties=species:S:1:pos:R:3 method="wB97M-V/def2-TZVPD" max_force_ev_per_a=0.58 energy_ev=-8336.29979 gap_ev=9.534
O -0.683 0.515 -1.468
C 0.173 0.912 -0.575
C -0.017 0.931 0.874
C 0.508 -0.477 0.563
C -0.657 -1.005 -0.844
O -1.697 -1.413 -0.403
H 1.131 1.306 -0.943
H -1.050 0.926 1.211
H 0.636 1.593 1.438
H 1.591 -0.590 0.537
H 0.045 -1.243 1.181
H 0.021 -1.455 -1.571


Record 2
12
Properties=species:S:1:pos:R:3 method="wB97M-V/def2-TZVPD" smiles="O=CC[C@H]1CO1" max_force_ev_per_a=0.47 energy_ev=-8338.49934 gap_ev=11.017
O 1.573 0.973 1.218
C 1.739 0.357 0.194
C 0.690 -0.486 -0.490
C -0.651 -0.558 0.204
C -1.586 0.562 0.216
O -1.784 -0.545 -0.656
H 2.717 0.387 -0.338
H 1.115 -1.491 -0.633
H 0.541 -0.075 -1.498
H -0.734 -1.278 1.018
H -2.304 0.655 1.033
H -1.316 1.498 -0.269